[1]
ORCA calculation (the ωB97M-V functional and the def2-TZVPD basis) on a molecular structure, C28H41BMnN8S4.

Structure (ORCA input):
```
! wB97M-V def2-TZVPD RIJCOSX def2/J DEFGRID3
* xyz 1 5
Mn 0.14 -0.60 1.39
C 4.02 -3.33 -0.78
C 3.38 -3.46 -2.16
C 2.77 -4.85 -2.30
C 4.44 -3.21 -3.24
N 2.29 -2.45 -2.37
C 1.50 -2.52 -3.51
C 0.53 -1.59 -3.40
N 0.74 -0.92 -2.21
B -0.11 0.07 -1.45
N 0.58 1.45 -1.42
C 1.13 2.10 -2.50
C 1.70 3.24 -2.05
N 1.51 3.26 -0.67
C 0.83 2.16 -0.32
S 0.29 1.76 1.28
C 1.99 4.35 0.25
C 2.88 3.74 1.33
C 0.78 5.06 0.85
C 2.81 5.36 -0.55
N -1.59 0.14 -1.79
C -2.17 0.59 -2.96
C -3.50 0.51 -2.81
N -3.75 0.04 -1.53
C -2.57 -0.20 -0.91
S -2.38 -0.82 0.68
C -5.11 -0.31 -0.99
C -6.18 0.15 -1.99
C -5.33 0.42 0.33
C -5.20 -1.83 -0.84
C 1.80 -1.48 -1.57
S 2.39 -0.90 -0.05
H 4.80 -4.10 -0.73
H 3.31 -3.51 0.02
H 4.48 -2.36 -0.62
H 3.50 -5.59 -1.97
H 2.50 -5.08 -3.33
H 1.87 -4.94 -1.69
H 5.24 -3.94 -3.12
H 4.86 -2.21 -3.14
H 4.03 -3.32 -4.24
H 1.68 -3.22 -4.29
H -0.28 -1.36 -4.06
H -0.08 -0.37 -0.38
H 1.10 1.70 -3.50
H 2.22 4.01 -2.58
H 2.31 3.16 2.05
H 3.40 4.54 1.85
H 3.63 3.09 0.88
H 0.16 4.37 1.42
H 0.17 5.50 0.06
H 1.12 5.85 1.51
H 3.67 4.90 -1.03
H 3.18 6.12 0.14
H 2.21 5.87 -1.31
H -1.59 0.94 -3.80
H -4.28 0.78 -3.50
H -6.12 1.22 -2.18
H -7.15 -0.06 -1.55
H -6.12 -0.39 -2.94
H -5.15 1.49 0.21
H -4.69 0.04 1.12
H -6.37 0.27 0.63
H -5.09 -2.31 -1.81
H -6.18 -2.09 -0.43
H -4.44 -2.21 -0.17
C -0.23 -0.08 7.68
C -0.15 -0.15 6.19
C 1.02 0.16 5.50
C 1.06 0.05 4.13
N 0.00 -0.35 3.41
C -1.14 -0.64 4.06
C -1.25 -0.54 5.43
H 0.64 0.43 8.10
H -0.26 -1.09 8.09
H -1.13 0.44 8.00
H 1.90 0.49 6.03
H 1.95 0.30 3.57
H -1.98 -0.95 3.45
H -2.19 -0.78 5.90
S 0.20 -2.89 1.78
C -0.29 -3.39 0.24
N -0.62 -3.74 -0.81
*
```

The calculation puts the frontier orbital gap (spin up / spin down) at 0.2044 / 0.2740 Eh. As for the expectation value of S²: 6.22.

***

[2]
ORCA calculation (the ωB97M-V functional and the def2-TZVPD basis) on a molecular structure, C10H30O5PbS5.

Structure (ORCA input):
```
! wB97M-V def2-TZVPD RIJCOSX def2/J DEFGRID3
* xyz 3 2
Pb -0.02 0.31 -0.21
C 3.72 1.51 -1.89
S 2.48 2.92 -1.66
O 1.20 2.32 -1.02
C 3.22 3.77 -0.20
H 3.84 1.07 -0.90
H 4.74 1.87 -1.99
H 3.33 0.87 -2.68
H 2.94 3.33 0.75
H 2.81 4.77 -0.14
H 4.30 3.63 -0.13
C -2.71 -0.59 3.16
S -1.27 -1.76 2.82
O -0.20 -0.93 2.06
C -0.76 -1.89 4.62
H -3.23 -0.93 4.05
H -3.39 -0.52 2.31
H -2.20 0.37 3.30
H -1.52 -2.39 5.21
H -0.81 -0.83 4.86
H 0.27 -2.26 4.67
C -2.33 -3.67 -1.86
S -2.60 -2.74 -0.27
O -1.81 -1.42 -0.35
C -4.28 -2.13 -0.66
H -2.80 -4.65 -1.81
H -1.26 -3.78 -2.04
H -2.76 -3.03 -2.63
H -4.65 -1.52 0.16
H -4.84 -3.07 -0.66
H -4.51 -1.72 -1.64
C -1.77 0.17 -5.21
S -1.95 0.57 -3.42
O -0.65 0.18 -2.69
C -1.91 2.34 -3.36
H -0.77 0.47 -5.52
H -2.48 0.79 -5.74
H -1.98 -0.88 -5.42
H -2.41 2.72 -2.47
H -2.36 2.75 -4.26
H -0.92 2.74 -3.59
C 3.82 -0.70 1.59
S 3.16 0.91 2.12
O 1.89 0.98 1.31
C 2.92 0.74 3.95
H 4.54 -1.05 2.34
H 4.28 -0.45 0.64
H 3.12 -1.51 1.38
H 2.24 -0.04 4.28
H 2.55 1.72 4.27
H 3.81 0.61 4.57
*
```

The calculation puts the frontier orbital gap (spin up / spin down) at 0.2790 / 0.1237 Eh. As for the expectation value of S²: 0.76.

***

[3]
ORCA calculation (the ωB97M-V functional and the def2-TZVPD basis) on a single C6H6 molecule.

Structure (ORCA input):
```
! wB97M-V def2-TZVPD RIJCOSX def2/J DEFGRID3
* xyz 0 1
C -2.61 0.67 0.15
C -1.28 0.26 -0.28
C -0.17 -0.09 -0.59
C 1.07 -0.56 -1.10
C 2.27 -0.53 -0.45
C 2.32 0.01 0.88
H -2.58 1.68 0.58
H -3.32 0.67 -0.69
H -2.99 -0.01 0.92
H 1.01 -1.01 -2.09
H 3.12 -0.96 -1.00
H 3.33 -0.24 1.28
*
```

The calculation puts the frontier orbital gap (spin up / spin down) at 0.2668 / 0.2605 Eh. The value obtained for the energy above the lowest of the compared OMol25 structures with the same formula, charge and spin is 5.964 eV.

***

[4]
ORCA calculation (the ωB97M-V functional and the def2-TZVPD basis) on 13 unconnected molecules or ions with the total composition C4H33NO12.

Structure (ORCA input):
```
! wB97M-V def2-TZVPD RIJCOSX def2/J DEFGRID3
* xyz 0 1
C -2.08 -2.14 1.04
C -1.77 -1.04 0.03
C -0.43 -0.20 0.37
C 0.73 -0.64 -1.67
N 0.19 0.16 -0.85
H -1.21 -2.51 1.59
H -2.84 -1.83 1.76
H -2.68 -2.95 0.58
H -2.71 -0.39 0.00
H -1.79 -1.47 -0.99
H -0.02 -0.73 1.24
H -0.97 0.72 0.66
H 0.91 -1.65 -1.30
H 1.13 -0.61 -2.70
H 2.65 1.40 -2.77
H 3.01 -0.08 -3.38
O 3.29 0.70 -2.91
H 2.61 -1.02 -0.45
H 3.96 -1.41 -0.07
O 3.05 -1.69 0.10
H -0.46 0.56 3.81
H -0.75 1.89 3.16
O -0.31 1.05 2.97
H -0.27 2.31 -4.13
H -0.70 0.95 -4.30
O -1.08 1.79 -3.97
H -0.81 4.09 -0.52
H -1.70 3.47 0.34
O -1.25 4.33 0.31
H -2.90 2.33 -1.69
H -1.48 1.88 -1.94
O -2.19 1.83 -1.27
H 1.78 3.25 -0.81
H 0.44 2.92 -1.02
O 1.26 2.86 -1.54
H 2.74 -0.89 2.88
H 1.57 -1.65 2.23
O 1.89 -1.32 3.07
H 1.41 1.01 3.80
H 1.70 1.94 2.72
O 2.06 1.70 3.58
H -1.70 -0.35 -2.62
H -1.83 -1.03 -4.09
O -1.39 -1.03 -3.23
H 0.21 -3.69 0.77
H -0.03 -4.01 -0.71
O 0.01 -4.40 0.16
H 0.31 -1.70 4.09
H -0.94 -1.26 3.38
O -0.62 -1.44 4.28
*
```

The calculation puts the frontier orbital gap at 0.3407 Eh. The value obtained for the energy above the lowest of the compared OMol25 structures with the same formula, charge and spin is 5.380 eV.

***

[5]
ORCA calculation (the ωB97M-V functional and the def2-TZVPD basis) on a molecular structure, C19H30Br4CaCl2F7LiNNaO5P2.

Structure (ORCA input):
```
! wB97M-V def2-TZVPD RIJCOSX def2/J DEFGRID3
* xyz 0 1
C 0.93 -3.36 0.02
P 1.98 -2.66 -1.31
O 2.66 -3.94 -2.13
C 3.27 -1.79 -0.36
C 4.39 -2.42 0.22
C 5.32 -1.71 0.99
C 6.53 -2.33 1.67
C 6.58 -3.86 1.63
O 6.39 -4.37 2.98
C 5.09 -0.33 1.10
C 4.00 0.28 0.50
C 3.06 -0.42 -0.22
C 4.02 1.75 0.81
O 3.16 2.51 0.57
N 5.30 1.99 1.45
C 5.89 0.71 1.80
O 6.82 0.57 2.53
H 1.39 -3.23 1.02
H -0.04 -2.83 -0.01
H 0.78 -4.42 -0.18
H 3.59 -4.07 -1.95
H 4.51 -3.48 0.05
H 7.43 -1.90 1.25
H 6.52 -2.03 2.72
H 5.81 -4.32 1.01
H 7.52 -4.24 1.27
H 5.47 -4.34 3.18
H 2.21 0.08 -0.66
H 5.83 2.54 0.79
Na 3.98 -3.87 2.53
F 1.80 4.51 -0.29
Cl 0.51 3.43 0.60
Br -5.22 6.16 2.95
C -3.33 5.75 2.70
C -3.06 5.16 1.35
Br -3.62 3.30 1.25
H -3.05 5.09 3.51
H -2.82 6.70 2.81
H -1.99 5.15 1.15
H -3.57 5.68 0.55
Li 6.36 1.77 -0.72
C 0.12 1.71 -3.63
C 0.28 0.29 -3.09
O -0.31 0.02 -1.86
C -1.72 0.11 -1.67
C -2.46 -0.90 -2.50
H 0.48 2.44 -2.90
H 0.67 1.83 -4.56
H -0.93 1.94 -3.83
H 1.35 0.10 -2.91
H -0.04 -0.43 -3.85
H -2.08 1.14 -1.81
H -1.88 -0.14 -0.62
H -2.36 -0.75 -3.59
H -3.52 -0.89 -2.26
H -2.01 -1.90 -2.24
Br -6.36 4.47 -1.29
C -7.46 4.03 0.25
C -7.62 2.54 0.41
Br -8.89 1.82 -0.88
H -8.41 4.54 0.12
H -6.93 4.45 1.10
H -8.04 2.31 1.39
H -6.70 2.00 0.27
Ca 5.12 2.66 -3.05
Cl -2.08 -3.11 -0.61
F -4.80 -4.59 1.80
P -5.80 -3.93 0.64
F -5.73 -3.58 -0.98
F -6.45 -3.10 1.94
F -4.70 -2.70 0.64
F -7.43 -4.11 0.35
F -5.72 -5.51 0.13
*
```

The calculation puts the frontier orbital gap at 0.0763 Eh.

***

[6]
ORCA calculation (the ωB97M-V functional and the def2-TZVPD basis) on a molecular structure, F8KN4O16S8.

Structure (ORCA input):
```
! wB97M-V def2-TZVPD RIJCOSX def2/J DEFGRID3
* xyz -3 1
K 17.83 7.57 16.95
N 14.62 4.47 19.33
S 16.20 4.52 19.06
O 17.02 3.85 20.01
O 16.74 5.69 18.44
F 16.24 3.38 17.89
S 14.50 5.53 20.57
O 14.56 6.90 20.17
O 15.13 5.16 21.79
F 12.95 5.31 20.90
N 19.72 10.54 12.85
S 19.01 9.21 13.49
O 18.76 8.18 12.52
O 18.15 9.43 14.62
F 20.34 8.78 14.22
S 18.52 11.29 12.17
O 17.49 11.79 13.03
O 18.15 10.84 10.86
F 19.38 12.64 11.86
N 22.26 10.86 16.66
S 20.74 10.78 17.27
O 20.49 11.45 18.49
O 20.00 9.59 17.01
F 20.20 11.83 16.19
S 22.81 9.43 17.10
O 22.79 8.44 16.08
O 22.60 9.07 18.46
F 24.41 9.78 17.16
N 18.45 8.16 22.38
S 18.71 8.57 20.80
O 18.03 7.80 19.82
O 19.99 9.10 20.50
F 17.86 9.92 20.93
S 19.63 7.19 22.72
O 20.99 7.67 22.75
O 19.49 5.90 22.11
F 19.39 6.96 24.30
*
```

The calculation puts the frontier orbital gap at 0.2951 Eh. The value obtained for the energy above the lowest of the compared OMol25 structures with the same formula, charge and spin is 0.699 eV.

***

[7]
ORCA calculation (the ωB97M-V functional and the def2-TZVPD basis) on 9 unconnected molecules or ions with the total composition C37H70N2O19S2.

Structure (ORCA input):
```
! wB97M-V def2-TZVPD RIJCOSX def2/J DEFGRID3
* xyz 0 1
C 6.29 0.50 -1.88
C 5.48 -0.28 -0.80
C 4.14 -0.70 -1.50
C 4.18 -2.01 -2.30
C 4.81 -3.08 -1.44
C 6.18 -2.79 -0.93
N 6.15 -1.49 -0.26
O 7.27 -1.21 0.52
C 6.44 -3.93 0.06
C 7.18 -2.75 -2.10
C 5.08 0.62 0.42
H 5.71 0.86 -2.72
H 7.10 -0.05 -2.36
H 6.93 1.22 -1.37
H 3.33 -0.80 -0.77
H 3.68 0.09 -2.10
H 4.61 -1.88 -3.29
H 3.15 -2.32 -2.50
H 4.72 -4.09 -1.84
H 4.18 -3.15 -0.56
H 7.46 -4.26 0.27
H 6.04 -3.67 1.04
H 5.90 -4.87 -0.09
H 7.07 -3.68 -2.65
H 6.77 -1.95 -2.72
H 8.22 -2.47 -1.93
H 5.99 1.06 0.82
H 4.72 0.03 1.27
H 4.26 1.31 0.22
H 7.95 -1.01 -0.13
C 0.90 0.87 -3.17
C -0.40 1.49 -3.71
C -0.24 3.05 -3.91
C 0.47 3.44 -5.19
C -0.08 2.77 -6.43
C -0.31 1.27 -6.33
N -0.92 0.88 -4.99
O -1.28 -0.45 -4.86
C -1.18 0.85 -7.55
C 0.97 0.47 -6.52
C -1.55 1.19 -2.66
H 1.75 1.32 -3.68
H 0.91 -0.20 -3.36
H 1.11 0.90 -2.10
H -1.21 3.51 -3.74
H 0.36 3.50 -3.12
H 1.54 3.29 -5.11
H 0.35 4.53 -5.21
H 0.48 2.86 -7.36
H -0.98 3.18 -6.89
H -2.20 0.84 -7.16
H -1.05 1.53 -8.40
H -1.06 -0.20 -7.83
H 1.71 0.89 -5.84
H 0.80 -0.49 -6.03
H 1.39 0.45 -7.53
H -1.89 0.15 -2.64
H -2.44 1.80 -2.76
H -1.15 1.48 -1.69
H -2.23 -0.46 -4.69
C 0.97 1.40 4.67
S 2.77 1.07 5.04
O 2.77 0.05 6.12
C 3.34 0.33 3.52
H 0.80 2.03 3.79
H 0.57 1.89 5.56
H 0.40 0.47 4.62
H 4.21 -0.30 3.72
H 3.43 0.99 2.67
H 2.56 -0.40 3.29
C -4.91 -2.45 1.24
S -5.43 -0.73 1.12
O -4.56 0.29 1.87
C -5.06 -0.52 -0.75
H -4.09 -2.65 0.55
H -5.73 -3.16 1.13
H -4.41 -2.70 2.18
H -4.03 -0.82 -0.93
H -5.43 0.44 -1.12
H -5.67 -1.22 -1.32
C 0.12 -3.61 -1.36
C -0.60 -3.29 -0.10
O -1.88 -2.99 -0.50
C -1.95 -3.00 -1.91
O -2.94 -2.70 -2.60
O -0.79 -3.38 -2.43
H 0.39 -4.66 -1.39
H 1.01 -2.99 -1.46
H -0.27 -2.38 0.41
H -0.72 -4.13 0.58
C -1.69 0.08 1.75
C -1.88 1.40 1.06
O -0.56 1.88 0.85
C 0.30 0.86 1.00
O 1.47 0.97 0.74
O -0.35 -0.24 1.41
H -2.21 -0.76 1.30
H -1.90 0.21 2.81
H -2.42 1.95 1.83
H -2.55 1.34 0.20
C -1.94 -2.15 7.15
C -1.43 -1.06 6.33
O -1.99 -1.25 5.01
C -2.51 -2.54 4.95
O -2.78 -3.10 3.90
O -2.54 -3.04 6.10
H -2.61 -1.79 7.93
H -1.12 -2.62 7.70
H -0.35 -0.99 6.29
H -1.70 -0.15 6.86
C -5.63 3.55 2.47
C -5.60 4.95 2.04
O -4.71 4.84 0.97
C -4.73 3.67 0.45
O -4.36 3.40 -0.65
O -5.40 2.85 1.24
H -6.59 3.33 2.94
H -4.94 3.34 3.29
H -5.26 5.49 2.93
H -6.56 5.23 1.63
C -4.94 0.79 6.06
C -4.79 0.71 4.52
O -3.65 1.42 4.35
C -3.20 2.11 5.49
O -2.17 2.83 5.65
O -4.08 1.83 6.46
H -4.83 -0.15 6.61
H -5.97 1.10 6.23
H -5.56 1.17 3.90
H -4.70 -0.31 4.16
*
```

The calculation puts the frontier orbital gap at 0.2878 Eh. The value obtained for the energy above the lowest of the compared OMol25 structures with the same formula, charge and spin is 0.000 eV.

***

[8]
ORCA calculation (the ωB97M-V functional and the def2-TZVPD basis) on a single C4H7ClN2 molecule.

Structure (ORCA input):
```
! wB97M-V def2-TZVPD RIJCOSX def2/J DEFGRID3
* xyz 0 1
C -0.92 1.05 -0.10
C 0.29 -0.61 1.53
C -0.36 -0.23 -0.58
C 0.95 -0.40 -1.33
N -0.48 1.47 1.25
N 0.13 0.69 1.92
Cl -1.51 -1.50 -0.94
H -0.66 2.05 -0.62
H -2.05 1.12 -0.22
H -0.39 -1.23 2.18
H 1.35 -1.04 1.39
H 1.66 0.38 -1.01
H 0.68 -0.22 -2.28
H 1.31 -1.52 -1.19
*
```

The calculation puts the frontier orbital gap at 0.3378 Eh. The value obtained for the energy above the lowest of the compared OMol25 structures with the same formula, charge and spin is 4.632 eV.

***

[9]
ORCA calculation (the ωB97M-V functional and the def2-TZVPD basis) on a molecular structure, C11H13N.

Structure (ORCA input):
```
! wB97M-V def2-TZVPD RIJCOSX def2/J DEFGRID3
* xyz 0 1
C 1.26 0.28 -1.31
C 0.75 1.44 -0.46
C 1.33 1.03 0.94
C 1.67 -1.15 0.34
C 0.72 -1.05 -0.84
C -0.50 -0.63 -0.19
C -1.62 -1.46 -0.05
C -2.98 -0.86 0.04
C -3.12 0.55 0.24
C -1.92 1.47 -0.04
C -0.71 0.80 -0.34
H 2.38 0.20 -1.57
H 1.12 0.45 -2.37
H 1.06 2.43 -1.00
H 0.95 1.53 1.78
H 2.36 1.48 1.09
H 1.83 -0.57 2.20
H 1.92 -2.33 0.74
H 2.92 -0.70 -0.11
H 0.46 -1.86 -1.70
H -1.26 -2.46 -0.07
H -3.60 -1.67 0.54
H -4.12 0.84 0.70
H -1.99 2.54 0.05
N 1.09 -0.32 1.39
*
```

The calculation puts the frontier orbital gap at 0.3293 Eh. The value obtained for the energy above the lowest of the compared OMol25 structures with the same formula, charge and spin is 6.697 eV.

***

[10]
ORCA calculation (the ωB97M-V functional and the def2-TZVPD basis) on a single C4H3BrFN molecule.

Structure (ORCA input):
```
! wB97M-V def2-TZVPD RIJCOSX def2/J DEFGRID3
* xyz 0 1
C -0.66 0.33 1.22
C 0.38 -1.01 -0.32
C -0.25 1.28 -0.38
C 0.32 0.23 -1.00
N -0.21 -0.86 0.89
F -0.57 2.48 -0.70
Br 1.23 0.29 -2.66
H -1.01 0.77 2.23
H 1.11 -1.78 -0.74
H -0.33 -1.73 1.47
*
```

The calculation puts the frontier orbital gap at 0.3073 Eh. The SMILES is Fc1c[nH]cc1Br. The value obtained for the energy above the lowest of the compared OMol25 structures with the same formula, charge and spin is 2.810 eV.

***

The following electronic energy values (in hartree) correspond, in order, to the records above: -4298.2325, -2957.8168, -232.0072, -1129.7068, -14618.2816, -6007.3637, -3786.9948, -726.1703, -481.4693, -2882.7160.
The following largest force on an atom values (in eV/Å) correspond, in order, to the records above: 1.07, 2.67, 0.66, 4.30, 4.09, 3.76, 5.62, 4.27, 6.87, 7.61.